DFT (ωB97M-V with the def2-TZVPD basis set) results for a cluster of 4 separate species, C10H22Br3N3O3 in total in a non-equilibrium geometry.

Structure (XYZ):
```
41
Properties=species:S:1:pos:R:3:forces:R:3
Br 1.30724 -7.78104 2.46694 1.067 -0.994 -0.739
C 2.63531 -8.82363 1.37067 -0.883 -0.146 -0.133
Br 1.82246 -9.12557 -0.49189 1.007 0.278 1.895
Br 3.24901 -10.51469 2.19182 -0.660 0.924 -0.453
H 3.54312 -8.22092 1.34398 -0.445 0.109 -0.497
C 6.92862 -7.86206 2.12250 1.201 -1.664 0.209
N 6.38054 -6.82614 2.92612 -1.786 1.395 0.466
C 6.87174 -6.07845 3.92054 7.002 -2.343 1.890
C 6.01892 -5.02144 4.46151 -0.855 0.890 1.037
O 8.09289 -6.26283 4.39919 -4.728 0.743 -1.931
H 6.43539 -8.08861 1.17724 -0.117 1.143 -0.165
H 6.88157 -8.86188 2.55406 -0.394 -0.043 0.887
H 8.01125 -7.79097 2.01789 -0.018 0.685 -0.363
H 5.48491 -6.40957 2.71537 -0.200 -0.785 -1.046
H 6.13240 -4.87996 5.53631 0.464 -0.444 0.010
H 4.95619 -5.23843 4.35379 -0.066 0.349 -0.559
H 6.34230 -4.05885 4.06533 -0.377 0.010 -0.402
C 6.75977 -4.57325 -0.38758 -0.905 -0.119 -0.067
N 5.41136 -3.99066 -0.15598 1.404 1.086 -0.798
C 4.45890 -4.48703 0.59798 -2.183 -2.103 2.965
C 3.23227 -3.56509 0.91196 2.014 0.093 -0.890
O 4.51867 -5.57905 1.20396 0.003 0.862 -1.342
H 6.92975 -5.38579 0.31880 0.069 0.325 0.233
H 7.51283 -3.78670 -0.33930 -0.094 -0.146 0.265
H 6.81492 -5.02679 -1.37721 -0.149 0.136 -0.089
H 5.29310 -2.98970 -0.22068 0.441 -0.096 -0.655
H 2.26203 -4.02462 0.72343 0.313 -0.097 0.283
H 3.36524 -2.67292 0.30004 -0.518 0.170 -0.075
H 3.42702 -3.25098 1.93740 -0.584 -0.201 0.145
C 0.49702 -11.07867 -2.91482 -0.769 0.929 0.458
N -0.00743 -12.09455 -1.95707 2.213 0.066 -1.644
C -1.28782 -12.45786 -1.79075 -0.217 0.071 1.448
C -1.55334 -13.28317 -0.57569 -0.135 -0.939 0.712
O -2.22178 -12.01354 -2.38664 -1.198 0.962 -1.718
H 0.02273 -10.14481 -2.61304 0.260 0.275 0.328
H 0.25559 -11.03248 -3.97674 -0.471 -1.404 -0.114
H 1.57930 -10.95156 -2.88990 -0.104 -0.335 0.548
H 0.67414 -12.76040 -1.62211 -0.030 0.290 0.097
H -2.34310 -12.79189 -0.00732 0.234 0.287 0.031
H -0.67775 -13.42791 0.05716 -0.080 -0.095 0.024
H -2.01036 -14.24316 -0.81583 0.274 -0.123 -0.250
```
Positions in Å, forces in eV/Å.

Structure (SMILES): BrC(Br)Br.CNC(C)=O.CNC(C)=O.CNC(C)=O
Orbital gap in eV: 8.4
Relative energy (zero: lowest compared OMol25 entry of this formula, charge and spin) in kcal/mol: 40.8
HOMO in eV: -9.02
Largest force on an atom in eV/A: 7.621
Calculated total energy in Ha: -8506.22923


DFT (ωB97M-V with the def2-TZVPD basis set) results for a cluster of 2 separate species, C4H10I3NSi in total in a non-equilibrium geometry.

Structure (XYZ):
```
19
Properties=species:S:1:pos:R:3:forces:R:3
C 0.09767 -1.10816 -0.65156 2.178 3.022 -0.332
C 0.40657 1.21570 -1.78807 -1.434 0.276 -1.466
C 0.53694 0.26650 1.57867 2.680 -0.057 3.243
C -0.23686 0.43403 -0.65706 -1.106 -1.774 -0.440
N 0.10888 1.05178 0.55691 -0.352 1.910 0.350
Si 3.94078 -0.05420 -0.05292 1.667 -0.048 -0.357
I 4.68274 0.45289 -2.51509 -0.519 -0.234 1.249
I 5.00721 -2.32542 0.49034 -0.600 0.916 -0.198
I 5.13285 1.63848 1.42959 -0.576 -0.620 -0.576
H 0.06364 -1.36634 -1.67621 -0.294 -1.078 -0.844
H 1.15423 -1.21651 -0.25522 -1.281 -0.352 -0.528
H -0.63723 -1.46920 -0.00629 -0.861 -1.656 0.648
H 1.46652 0.98159 -1.70010 0.258 0.957 -0.185
H 0.03631 2.29331 -1.76927 1.245 -1.228 0.279
H 0.09636 0.85670 -2.82023 0.233 0.050 1.256
H 0.20941 -0.74634 1.58986 -0.235 -0.937 -0.020
H 1.83340 0.11182 1.51776 -2.721 0.527 0.102
H 0.32913 0.66053 2.66581 0.666 -0.152 -2.159
H -1.37543 0.43853 -0.73336 1.051 0.476 -0.021
```
Positions in Å, forces in eV/Å.

Orbital gap (spin up / spin down) in eV: 5.7 / 7.9
HOMO (spin up / spin down) in eV: -8.99 / -8.83
Largest force on an atom in eV/A: 4.207
Calculated total energy in Ha: -1395.67947